Formula: C4H11N5
Source: the Open Molecules 2025 dataset
Level of theory: wB97M-V/def2-TZVPD

Properties
- LUMO (eV) = -0.232
- orbital gap (eV) = 8.3
- ΔE to the lowest compared entry with this formula, charge and spin (kJ/mol) = 1075.1

Atoms and positions in Å:
1 C 0.65493 0.41931 -0.61855
2 C 1.00167 0.61738 0.72612
3 C -1.05138 2.20765 0.96398
4 C -0.41212 -1.90771 -1.09297
5 H 1.91027 -2.35688 -0.56095
6 H 1.69432 -2.11841 -2.15319
7 H -0.47332 0.91363 -0.63039
8 H 1.51467 0.84675 -1.24718
9 H 1.96995 0.30406 1.05240
10 H 0.37614 0.07200 1.45459
11 H 0.56658 2.85408 -0.17262
12 H -1.44532 3.25322 0.02244
13 H -1.46005 0.36507 2.22806
14 H -0.07125 -2.88785 -1.91128
15 H -1.70629 -1.04958 0.55328
16 N 1.76636 -1.66838 -1.33890
17 N 0.51910 -0.91643 -1.00777
18 N 0.40461 2.06615 1.15862
19 N -1.82215 1.30307 1.49334
20 N -1.44424 -1.95811 -0.09195

***

Formula: C52H149N9O18
Source: the Open Molecules 2025 dataset
Level of theory: wB97M-V/def2-TZVPD

Properties
- LUMO (eV) = 0.155
- orbital gap (eV) = 8.3
- ΔE to the lowest compared entry with this formula, charge and spin (kJ/mol) = 0.0

Atoms and positions in Å:
1 C 1.49136 -0.36860 0.17227
2 O 1.22757 0.29966 -0.99421
3 H 1.03995 -0.00846 1.09673
4 H 1.11199 -1.37954 0.02328
5 H 2.56491 -0.47545 0.32777
6 H 1.73896 -0.08834 -1.70803
7 C 0.81874 -5.54817 -0.67382
8 O 0.17806 -4.43134 -0.03682
9 H 1.32278 -5.20387 -1.57688
10 H 1.49044 -6.04256 0.02795
11 H 0.09983 -6.26597 -1.06883
12 H 0.43350 -4.42233 0.88853
13 C 6.65326 -1.34066 5.18946
14 C 6.10707 -1.51365 3.76121
15 O 7.02080 -2.11723 2.94457
16 H 6.89784 -2.26612 5.71082
17 H 5.99052 -0.80943 5.87258
18 H 7.53215 -0.69725 5.14858
19 H 5.99830 -0.57183 3.22339
20 H 5.17261 -2.07074 3.69388
21 H 6.69437 -2.15361 2.04251
22 C 3.76141 3.64844 0.00874
23 C 5.23650 3.40611 -0.25075
24 O 5.39429 3.05919 -1.64140
25 H 3.43937 4.52162 -0.55865
26 H 3.68473 3.81642 1.08299
27 H 3.09196 2.84145 -0.28908
28 H 5.46217 2.50487 0.31929
29 H 5.84103 4.25353 0.07255
30 H 4.88668 3.63128 -2.22161
31 C -3.45154 -0.91347 -1.43370
32 C -1.92243 -0.66860 -1.54137
33 O -1.59302 0.66163 -1.88485
34 H -3.87920 -0.59396 -0.48337
35 H -3.78008 -1.94261 -1.57866
36 H -3.96463 -0.31644 -2.18761
37 H -1.48524 -1.37306 -2.24897
38 H -1.51812 -0.90279 -0.55659
39 H -0.65968 0.75701 -1.68141
40 C 1.62236 -2.32932 3.61144
41 C 0.90084 -3.68362 3.75830
42 O 1.19941 -4.31068 2.56530
43 H 1.32523 -1.76203 4.49347
44 H 1.29272 -1.65274 2.82297
45 H 2.70659 -2.43186 3.65662
46 H -0.16542 -3.46044 3.79565
47 H 1.20648 -4.27120 4.62399
48 H 2.03210 -4.75487 2.74114
49 C 3.93817 -3.61395 0.65265
50 C 4.76768 -2.66572 -0.21972
51 O 6.05842 -2.60094 0.27512
52 H 4.27862 -4.64743 0.58864
53 H 2.93357 -3.65065 0.23131
54 H 3.85843 -3.24741 1.67607
55 H 4.43158 -1.62952 -0.25727
56 H 4.84099 -3.05122 -1.23663
57 H 6.58815 -2.30372 -0.46829
58 C -2.60951 -0.85280 -5.04198
59 C -2.55912 -2.36122 -5.21575
60 O -1.82071 -2.64225 -6.34645
61 H -1.61147 -0.41518 -5.06438
62 H -3.10330 -0.54751 -4.11945
63 H -3.20745 -0.39501 -5.83002
64 H -3.60663 -2.65172 -5.29596
65 H -2.16812 -2.83742 -4.31661
66 H -0.89604 -2.60275 -6.09142
67 C -3.75253 3.08300 -5.42740
68 C -2.82351 2.71718 -4.32049
69 O -3.56747 2.15374 -3.22582
70 H -4.26696 2.21937 -5.84883
71 H -3.32076 3.56006 -6.30723
72 H -4.49156 3.73199 -4.95757
73 H -2.38197 3.61589 -3.88984
74 H -2.04081 2.02913 -4.63996
75 H -2.96341 1.60045 -2.72522
76 C 2.60807 1.16915 3.64391
77 C 1.91293 2.19569 4.56927
78 C 2.88633 3.26022 5.29583
79 O 2.18177 4.13431 6.15979
80 C 3.01547 5.06418 6.81479
81 N 0.80529 2.81691 3.83120
82 H 2.03106 0.27303 3.41557
83 H 3.58929 0.89632 4.03234
84 H 2.88165 1.66698 2.71363
85 H 1.39101 1.64754 5.35364
86 H 3.43522 3.83490 4.54980
87 H 3.66019 2.80857 5.91652
88 H 3.81905 4.65031 7.42395
89 H 2.38612 5.66138 7.47461
90 H 3.39986 5.74959 6.05943
91 H 0.25663 3.41145 4.43585
92 H 0.14334 2.11795 3.52561
93 C -0.18987 6.35055 3.32144
94 C 0.84232 6.26888 2.19668
95 C 2.30950 6.35352 2.71269
96 O 3.19956 6.48730 1.65562
97 C 4.53153 6.69903 2.12701
98 N 0.57727 5.01841 1.48292
99 H -0.20435 5.46259 3.95342
100 H -1.12679 6.54136 2.79811
101 H 0.06801 7.17138 3.99065
102 H 0.68203 7.09575 1.50479
103 H 2.62045 5.48200 3.28877
104 H 2.38021 7.23263 3.35321
105 H 4.75481 7.74513 2.33656
106 H 5.16302 6.44766 1.27487
107 H 4.85231 6.04933 2.94132
108 H 0.55011 4.27066 2.16132
109 H 1.44125 4.80067 1.00729
110 C 0.72746 6.48828 -1.79883
111 C -0.31774 5.38353 -1.76600
112 C 0.21963 3.93644 -2.03490
113 O 1.07017 3.90799 -3.23895
114 C 1.47094 2.59336 -3.53615
115 N -1.21540 5.58533 -0.65920
116 H 1.28538 6.38172 -0.86852
117 H 0.31212 7.48147 -1.62811
118 H 1.38253 6.57588 -2.66561
119 H -0.96357 5.52429 -2.63272
120 H -0.64068 3.27294 -2.12281
121 H 0.76486 3.50099 -1.19752
122 H 1.99919 2.44910 -4.47862
123 H 0.61874 1.91967 -3.62551
124 H 2.15170 2.15107 -2.80879
125 H -0.71822 5.42479 0.20517
126 H -1.88099 4.82615 -0.68640
127 C -2.34902 3.59888 2.09966
128 C -1.90665 2.50618 1.22051
129 C -2.02431 1.07926 1.84455
130 O -1.28964 0.99023 3.08791
131 C -1.11533 -0.31776 3.47633
132 N -2.75603 2.69849 0.06959
133 H -2.20271 4.55765 1.60221
134 H -1.81589 3.64717 3.04915
135 H -3.41909 3.56056 2.30358
136 H -0.88290 2.68405 0.89129
137 H -1.47209 0.38485 1.21135
138 H -3.07212 0.78449 1.90194
139 H -0.83358 -1.07479 2.74446
140 H -2.02352 -0.74623 3.90023
141 H -0.29203 -0.40975 4.18472
142 H -3.68292 2.38933 0.32529
143 H -2.42599 1.92453 -0.48911
144 C 0.86087 -2.81486 -3.23603
145 C 1.14326 -1.79108 -4.35129
146 C 2.59730 -1.33265 -4.21181
147 O 2.81703 -0.55780 -3.08473
148 C 4.05423 0.11044 -3.07034
149 N 0.93265 -2.40459 -5.60637
150 H 1.01632 -2.56990 -2.18535
151 H 1.57208 -3.63000 -3.36956
152 H -0.12596 -3.24758 -3.40041
153 H 0.44333 -0.97457 -4.17381
154 H 2.86790 -0.78781 -5.11626
155 H 3.27948 -2.18278 -4.20747
156 H 4.25780 0.52060 -2.08118
157 H 3.94881 0.94213 -3.76695
158 H 4.91088 -0.48492 -3.38625
159 H 1.58848 -3.17255 -5.62148
160 H 1.25133 -1.80002 -6.35004
161 C 0.67727 1.55956 -7.11670
162 C 0.55991 0.22631 -7.98397
163 C 0.40162 0.47208 -9.51422
164 O -0.91639 0.75761 -9.85841
165 C -1.05778 1.28527 -11.13777
166 N 1.73143 -0.58741 -7.66331
167 H 1.59218 2.14157 -7.22761
168 H 0.39920 1.31485 -6.09157
169 H -0.10242 2.24988 -7.43864
170 H -0.31912 -0.37126 -7.74250
171 H 0.73169 -0.45120 -9.99037
172 H 1.12444 1.21288 -9.85605
173 H -0.56244 2.25532 -11.17938
174 H -2.11632 1.52509 -11.23820
175 H -0.76280 0.73523 -12.03139
176 H 2.52925 -0.02528 -7.92329
177 H 1.85098 -1.36651 -8.29482
178 C -6.17218 -6.56455 -3.32497
179 C -5.28459 -5.63333 -4.12893
180 C -3.93507 -5.71834 -3.47916
181 O -3.90192 -4.91368 -2.27274
182 C -2.71952 -5.04194 -1.43824
183 N -5.44012 -6.08299 -5.45450
184 H -6.22913 -6.30119 -2.26879
185 H -5.77334 -7.57875 -3.30460
186 H -7.20222 -6.61999 -3.67716
187 H -5.67607 -4.63943 -3.91210
188 H -3.11474 -5.26420 -4.03497
189 H -3.64605 -6.75179 -3.28800
190 H -2.84745 -4.48279 -0.51137
191 H -1.75368 -4.69937 -1.80957
192 H -2.53225 -6.08711 -1.19198
193 H -4.84117 -6.89296 -5.52750
194 H -4.90615 -5.44087 -6.02253
195 C -2.53110 -8.15618 6.19855
196 C -2.62493 -6.67633 5.82329
197 C -2.59879 -6.43647 4.26189
198 O -2.47358 -5.08426 4.02491
199 C -2.28274 -4.83132 2.65053
200 N -3.75586 -6.05716 6.42411
201 H -3.35772 -8.65965 5.69725
202 H -2.63221 -8.29078 7.27546
203 H -1.60282 -8.62621 5.87379
204 H -1.69180 -6.19919 6.12282
205 H -3.52235 -6.85238 3.85923
206 H -1.78525 -6.93899 3.73870
207 H -3.12293 -5.17691 2.04825
208 H -1.36104 -5.17838 2.18350
209 H -2.20369 -3.75247 2.51664
210 H -4.58559 -6.61276 6.27257
211 H -4.04667 -5.23290 5.91802
212 C -2.73011 0.70722 8.01552
213 C -2.71207 0.73058 6.51169
214 C -3.61308 1.88239 5.88860
215 O -4.99529 1.64704 6.10775
216 C -5.80452 2.42734 5.27710
217 N -1.28578 0.96136 6.17621
218 H -2.15732 1.51439 8.47212
219 H -2.39524 -0.23454 8.45033
220 H -3.71662 0.75817 8.47628
221 H -2.91834 -0.24779 6.07772
222 H -3.39047 2.04328 4.83377
223 H -3.26636 2.81137 6.34124
224 H -6.85639 2.14241 5.29929
225 H -5.58487 2.41297 4.20956
226 H -5.70942 3.46296 5.60351
227 H -1.04023 1.88418 6.50515
228 H -1.15628 1.06871 5.18032

***

Formula: C20H31N3O3S
Source: the Open Molecules 2025 dataset
Level of theory: wB97M-V/def2-TZVPD

Properties
- LUMO (eV) = -0.526
- orbital gap (eV) = 7.4
- ΔE to the lowest compared entry with this formula, charge and spin (kJ/mol) = 2167.0

Atoms and positions in Å:
1 C -6.90850 -1.63093 0.72168
2 H -6.81276 -0.55938 0.51243
3 H -6.62836 -1.76413 1.65978
4 C -5.81480 -2.31650 -0.24362
5 C -4.48276 -1.96705 0.08010
6 O -3.93904 -2.45130 1.15054
7 N -4.13767 -0.77312 -0.19446
8 C -2.88259 0.02655 -0.15180
9 C -1.98103 -0.30829 0.84450
10 C -0.78130 0.44261 1.08292
11 C -0.71658 1.80164 0.31105
12 C -1.69108 2.04577 -0.77805
13 C -2.67006 0.96300 -0.93885
14 C -3.83221 1.38128 -1.72497
15 H -4.40893 2.19951 -1.68374
16 H -3.59718 1.29388 -2.67607
17 C -4.67149 -0.11424 -1.41541
18 H -4.78658 -0.66492 -2.25958
19 H -5.62278 0.42854 -1.25424
20 H -1.45537 2.88219 -1.15081
21 S 0.74470 2.61811 0.37282
22 O 0.32818 4.10167 0.48045
23 O 1.50794 2.33419 1.69612
24 N 1.53826 2.26258 -0.77576
25 H 2.24518 3.11168 -1.45676
26 C 2.25866 0.90624 -0.97897
27 H 1.43459 0.04961 -0.52005
28 H 2.34766 0.74866 -2.04603
29 C 3.42540 0.73771 -0.07515
30 N 3.97926 -0.58426 0.24546
31 C 3.28309 -1.07326 1.23534
32 C 2.10761 -2.16890 0.77218
33 C 2.67886 -3.11463 -0.10267
34 C 3.21081 -2.54301 -1.34478
35 H 3.60509 -3.19387 -2.04056
36 H 2.47408 -1.65607 -1.77801
37 C 4.37058 -1.42841 -1.07337
38 C 5.63325 -2.15696 -0.24681
39 C 6.75253 -1.15630 -0.22137
40 H 6.35645 -0.37228 0.63281
41 H 7.09648 -0.71328 -0.97495
42 H 7.52280 -1.65819 0.32833
43 H 5.81519 -2.89098 -1.29815
44 H 5.41223 -2.92352 0.40216
45 H 4.48076 -0.74423 -1.83824
46 H 3.56911 -3.84912 0.32181
47 H 1.91580 -3.91434 -0.40701
48 H 1.42792 -1.74078 0.51357
49 H 1.81120 -2.56302 1.69139
50 H 3.89260 -1.68871 1.89502
51 H 2.91717 -0.35258 1.89547
52 H 3.40889 1.38911 0.68517
53 H 4.48595 1.30768 -0.87766
54 H -0.00614 0.19604 1.94022
55 H -1.94770 -1.27507 1.66982
56 H -6.00419 -2.00068 -1.06542
57 H -5.91200 -3.42271 -0.11353
58 H -8.01698 -2.00953 0.40959

***

Among the records above, which one has the highest ΔE to the lowest compared entry with this formula, charge and spin? C20H31N3O3S